(1)
Molecular formula: C6H6
Method: DFT, wB97M-V/def2-TZVPD

```
12
Properties=species:S:1:pos:R:3:nbo_charge:R:1
C -1.52 0.75 -0.47 -0.6192
C -0.86 -0.44 0.21 -0.3642
C -0.13 -1.44 -1.07 0.0180
C 0.78 -0.90 -0.38 -0.1988
C 1.93 -0.37 0.20 -0.0915
C 2.94 0.08 0.69 -0.1369
H -2.24 1.22 0.21 0.2159
H -0.77 1.50 -0.76 0.2155
H -2.04 0.43 -1.38 0.2276
H -1.57 -1.21 0.52 0.2516
H -0.36 -0.11 1.13 0.2388
H 3.84 0.48 1.11 0.2435
```

E_HOMO	-0.3494	hartree
2S+1	1
orbital gap	10.4	eV
energy relative to the best compared isomer or geometry (same formula, charge and spin)	584.59	kJ/mol
LUMO	0.8954	eV
E_tot	-232.00367	hartree


(2)
Molecular formula: C4H4MgO5
Method: DFT, wB97M-V/def2-TZVPD

```
14
Properties=species:S:1:pos:R:3:nbo_charge:R:1
O -0.27 3.19 0.90 -0.6615
C -0.37 1.98 0.64 0.9510
O -1.39 1.38 0.18 -0.8758
O 0.80 1.29 0.50 -0.6040
C 1.17 0.65 -0.76 -0.3589
H 1.25 1.44 -1.53 0.1889
C 2.56 0.06 -0.56 -0.6485
H 3.22 0.75 0.00 0.2291
H 2.53 -0.90 -0.03 0.1761
H 3.01 -0.14 -1.54 0.2113
C 0.74 -2.70 1.41 1.0538
O 0.14 -2.77 0.41 -0.6019
O 1.31 -2.62 2.41 -0.4448
Mg -0.51 -0.60 -1.02 1.3853
```

E_HOMO (alpha / beta)	-0.3099 / -0.3099	hartree
2S+1	1
orbital gap (alpha / beta)	6.4 / 6.4	eV
energy relative to the best compared isomer or geometry (same formula, charge and spin)	0.00	kJ/mol
LUMO (alpha / beta)	-2.0281 / -2.0274	eV
E_tot	-731.09221	hartree


(3)
Molecular formula: C5H9ClN2O5S
Method: DFT, wB97M-V/def2-TZVPD

```
23
Properties=species:S:1:pos:R:3:nbo_charge:R:1
O 2.81 0.73 -1.32 -0.8938
S 1.55 0.15 -1.62 2.4995
O 1.38 -0.64 -2.75 -0.9405
O 0.67 1.51 -2.18 -0.5554
N -0.54 1.22 -2.75 0.3288
O -1.48 1.33 -1.97 -0.4671
C -0.55 0.92 -4.01 -0.0633
Cl -2.03 0.38 -4.76 0.0201
N 0.88 -0.50 -0.31 -0.6712
C -0.22 -1.41 -0.50 -0.2582
C -1.55 -0.90 0.14 -0.0988
O -1.42 -0.12 1.32 -0.5257
C -0.40 0.87 1.26 -0.1181
C 0.99 0.28 0.99 -0.2408
H 0.28 0.57 -4.61 0.2515
H 0.07 -2.36 0.07 0.1943
H -0.37 -1.69 -1.51 0.2456
H -2.01 -0.25 -0.69 0.2002
H -2.20 -1.75 0.32 0.1997
H -0.47 1.25 2.35 0.2057
H -0.87 1.75 0.73 0.2227
H 1.81 0.94 0.85 0.2486
H 1.28 -0.44 1.69 0.2162
```

structure (SMILES)	O=S(=O)(O/[N+]([O-])=C/Cl)N1CCOCC1
E_HOMO	-0.3393	hartree
2S+1	1
orbital gap	9.6	eV
energy relative to the best compared isomer or geometry (same formula, charge and spin)	169.58	kJ/mol
LUMO	0.3944	eV
E_tot	-1539.81368	hartree


(4)
Molecular formula: CH6IN4
Method: DFT, wB97M-V/def2-TZVPD

```
12
Properties=species:S:1:pos:R:3:nbo_charge:R:1
C -1.22 -0.11 0.14 0.6311
N -2.20 0.64 0.33 -0.7440
N -0.57 -1.07 0.06 -0.0793
N 1.50 1.60 -0.04 -0.9800
N 0.27 -1.99 -0.26 -0.5695
I 2.82 0.00 0.26 0.2841
H -2.68 0.59 1.26 0.4456
H 2.00 2.48 0.21 0.3895
H 1.59 1.61 -1.13 0.3776
H -0.02 -2.96 -0.32 0.4224
H 1.23 -1.73 -0.12 0.3946
H -2.72 0.94 -0.40 0.4278
```

E_HOMO	-0.4796	hartree
2S+1	1
total charge	+1
orbital gap	9.2	eV
energy relative to the best compared isomer or geometry (same formula, charge and spin)	152.29	kJ/mol
LUMO	-3.8738	eV
E_tot	-558.05400	hartree


(5)
Molecular formula: C31H35ClN2Si2Zr
Method: DFT, wB97M-V/def2-TZVPD

```
72
Properties=species:S:1:pos:R:3:mulliken_charge:R:1
C -1.05 -0.82 5.34 -0.3627
C -1.90 -0.45 4.24 -0.7440
C -1.71 -1.41 3.19 -0.4128
H -2.63 0.36 4.23 0.6340
C -0.77 -2.40 3.66 -0.2128
C -0.35 -2.03 4.98 -0.6254
H 0.28 -2.64 5.63 0.4690
H -1.07 -0.37 6.33 0.5400
H -2.27 -1.47 2.26 0.6774
H -0.51 -3.32 3.13 0.5196
Zr 0.37 -0.38 3.50 1.2039
Si -0.39 -0.17 -2.98 0.8395
C 0.13 1.39 -3.90 0.2759
C 1.47 1.58 -4.29 -0.2346
H 2.21 0.80 -4.12 0.3686
C 1.86 2.79 -4.89 -0.6536
H 2.90 2.93 -5.19 0.3992
C 0.92 3.81 -5.10 -0.4529
H 1.22 4.74 -5.59 0.4031
C -0.41 3.62 -4.70 -0.6340
H -1.14 4.41 -4.86 0.4024
C -0.80 2.42 -4.09 -0.3472
H -1.83 2.29 -3.75 0.3587
C 0.40 -1.61 -3.90 0.5907
C 0.05 -1.84 -5.24 -0.5075
H -0.65 -1.17 -5.75 0.3526
C 0.61 -2.92 -5.94 -0.6597
H 0.34 -3.09 -6.98 0.3964
C 1.52 -3.78 -5.31 -0.4936
H 1.95 -4.62 -5.85 0.3824
C 1.89 -3.53 -3.98 -0.7012
H 2.62 -4.19 -3.49 0.4035
C 1.34 -2.45 -3.29 0.0665
H 1.67 -2.26 -2.26 -0.0225
H -1.86 -0.27 -3.05 -0.1651
Si 0.67 -0.01 -0.78 -0.2597
C -0.26 -1.60 -0.28 1.4759
C -1.63 -1.85 -0.49 -0.6028
H -2.28 -1.07 -0.90 0.3395
C -2.17 -3.11 -0.21 -0.9087
H -3.24 -3.28 -0.38 0.4637
C -1.37 -4.14 0.28 -0.4607
H -1.79 -5.13 0.47 0.4108
C -0.01 -3.89 0.52 -1.1793
H 0.63 -4.67 0.94 0.5097
C 0.53 -2.64 0.22 -0.6181
H 1.59 -2.46 0.43 0.5320
C -0.36 1.44 -0.16 1.1391
C -1.57 1.30 0.53 0.3519
H -1.91 0.31 0.86 0.1561
C -2.36 2.42 0.77 -0.7922
H -3.32 2.30 1.28 0.4541
C -1.94 3.68 0.33 -0.7454
H -2.59 4.55 0.47 0.4393
C -0.70 3.83 -0.29 -0.6364
H -0.36 4.82 -0.61 0.5063
C 0.11 2.72 -0.52 -1.1092
H 1.08 2.83 -1.00 0.4182
H 1.69 0.08 0.28 -0.1543
Cl 2.40 -1.45 2.81 -0.4287
N 0.14 1.94 3.62 -0.3698
C 1.30 2.58 4.35 -0.5958
C 1.64 1.78 5.59 -0.6133
N 1.65 0.29 5.27 -0.5172
H -0.02 2.36 2.70 0.1126
H -0.73 2.16 4.12 0.3548
H 2.15 2.62 3.66 0.3768
H 1.03 3.60 4.63 0.4410
H 2.62 2.06 5.98 0.4052
H 0.90 1.94 6.39 0.3521
H 2.60 -0.01 5.02 0.3952
H 1.47 -0.24 6.13 0.3037
```

E_HOMO	-0.4613	hartree
2S+1	1
total charge	+2
orbital gap	4.5	eV
energy relative to the best compared isomer or geometry (same formula, charge and spin)	0.00	kJ/mol
LUMO	-8.0550	eV
E_tot	-2397.54619	hartree


(6)
Molecular formula: C24H33N2O
Method: DFT, wB97M-V/def2-TZVPD

```
60
Properties=species:S:1:pos:R:3:nbo_charge:R:1
C -2.92 2.75 2.16 -0.4108
N -1.70 2.14 1.68 -0.4629
C -1.27 0.80 1.93 0.1578
C -2.22 -0.42 1.78 -0.0850
C -2.59 -0.58 0.33 -0.5925
C -3.51 -0.28 2.59 -0.6093
C -1.41 -1.62 2.29 -0.6048
N -0.10 0.73 1.04 -0.6440
C 0.57 1.98 1.33 -0.1407
C 1.82 2.36 0.53 -0.4446
C 3.06 1.61 1.02 0.0770
C 3.80 2.10 2.10 -0.2491
C 4.81 1.32 2.68 -0.1915
C 5.09 0.04 2.17 -0.2205
C 4.42 -0.40 1.02 -0.1950
C 3.43 0.39 0.43 -0.2729
C -0.62 2.92 1.28 0.6938
O -0.67 4.08 0.92 -0.5943
H -2.79 3.83 2.14 0.2474
H -3.76 2.46 1.52 0.1925
H -3.14 2.43 3.19 0.2010
H -0.95 0.76 3.01 0.1517
H -1.69 -0.64 -0.29 0.1928
H -3.19 -1.49 0.18 0.2047
H -3.19 0.27 -0.03 0.2180
H -3.32 0.06 3.62 0.2221
H -4.22 0.40 2.11 0.2161
H -4.01 -1.26 2.64 0.2200
H -1.13 -1.48 3.34 0.2277
H -2.00 -2.55 2.22 0.2197
H -0.49 -1.77 1.71 0.1959
H 0.50 -0.08 1.20 0.3796
H 0.90 1.98 2.40 0.1892
H 1.66 2.22 -0.55 0.2070
H 1.98 3.44 0.71 0.2482
H 3.56 3.08 2.51 0.2206
H 5.36 1.70 3.54 0.2250
H 5.84 -0.59 2.66 0.2242
H 4.67 -1.37 0.59 0.2127
H 2.90 0.06 -0.47 0.1973
C -1.42 0.48 -2.61 -0.7447
C -1.15 -0.97 -2.52 0.4992
C -2.29 -1.96 -2.36 -0.7364
C 0.06 -1.50 -3.01 -0.2584
C 0.32 -2.90 -2.87 -0.0699
C 1.24 -3.55 -3.68 -0.2344
C 1.94 -2.81 -4.65 -0.0619
C 1.86 -1.41 -4.65 -0.2552
C 0.98 -0.75 -3.80 -0.0078
H -0.63 1.03 -2.07 0.2820
H -1.42 0.81 -3.66 0.2870
H -2.38 0.76 -2.16 0.2602
H -2.23 -2.45 -1.38 0.2858
H -3.30 -1.52 -2.45 0.2646
H -2.20 -2.74 -3.14 0.2604
H -0.26 -3.48 -2.14 0.2332
H 1.38 -4.62 -3.58 0.2484
H 2.57 -3.34 -5.38 0.2464
H 2.48 -0.83 -5.35 0.2495
H 0.94 0.34 -3.80 0.2280
```

E_HOMO	-0.4122	hartree
2S+1	1
total charge	+1
orbital gap	5.3	eV
energy relative to the best compared isomer or geometry (same formula, charge and spin)	92.78	kJ/mol
LUMO	-5.8937	eV
E_tot	-1118.79366	hartree